[1]
Below is a structure of composition C35H37BrN9O7SY, with properties calculated with ωB97M-V/def2-TZVPD.

Element x y z (Å)
H  -1.35  -6.11  -1.16
S  1.71  3.05  -0.35
H  -2.13  5.82  -0.53
N  -0.54  4.41  0.97
H  -2.44  -4.83  1.14
N  0.07  3.50  1.75
H  -4.10  7.09  0.22
C  -0.49  1.38  -6.74
O  1.14  -2.58  -2.09
C  -2.42  5.82  0.52
O  -1.69  -1.23  -1.23
H  5.60  -0.14  -0.38
H  1.37  -3.30  4.02
C  -3.89  6.52  2.28
H  0.26  -4.41  -2.26
C  -3.34  -0.39  1.69
H  0.41  -6.25  -0.89
H  4.73  -1.54  -3.34
C  -3.89  0.33  3.91
C  0.08  -3.67  -0.24
H  -0.09  0.97  -7.66
N  -2.64  -1.16  -0.40
H  5.57  -2.95  -2.64
H  3.81  0.87  2.98
C  3.30  -0.05  3.22
H  -4.91  -1.35  0.58
C  -1.66  5.08  1.43
C  -0.55  -6.04  -0.41
H  -5.89  -0.10  4.57
H  -1.44  4.50  3.48
C  2.06  -0.30  2.64
C  1.36  -1.46  2.91
H  2.95  -3.22  -2.88
H  3.83  2.24  -1.71
H  6.12  -1.77  0.15
H  -1.10  -5.33  2.20
H  4.59  -1.07  0.73
C  -0.18  0.84  -3.02
H  -4.76  7.07  2.62
H  -3.41  5.77  4.23
N  1.50  1.80  2.14
H  -1.91  2.83  -3.46
O  -0.66  1.33  -1.96
N  4.55  -1.72  -1.25
C  5.26  -1.14  -0.12
C  -3.52  6.53  0.95
N  -0.54  -4.76  0.26
C  -3.14  5.79  3.19
C  3.23  -1.84  -1.20
C  -1.90  2.94  -5.61
H  4.82  -0.81  4.52
C  3.85  -0.99  4.07
N  -2.38  -0.49  0.65
H  6.21  -1.32  -2.42
H  1.77  -4.40  -1.32
C  -1.41  -4.62  1.42
H  -6.54  -1.17  2.43
C  -2.02  5.07  2.78
C  0.99  2.78  1.23
H  0.40  -1.63  2.45
H  0.61  0.04  -5.46
C  -5.54  -0.78  2.56
O  2.56  -1.57  -0.20
C  -4.63  -0.89  1.52
C  -0.09  0.86  -5.52
C  2.48  -2.33  -2.44
O  -1.20  0.06  0.84
Br  -3.14  4.38  -5.68
H  3.59  -2.89  5.03
O  0.66  -0.11  -2.98
H  -0.72  -6.82  0.33
C  -0.61  1.39  -4.34
N  1.49  0.64  1.72
H  -1.72  2.84  -7.74
C  -1.52  2.44  -4.38
C  0.85  -3.84  -1.54
N  3.43  1.32  -1.52
C  1.91  -2.39  3.79
H  -3.60  0.81  4.83
H  -1.34  -3.61  1.81
H  -0.40  4.32  -0.03
Y  0.48  -0.33  -0.61
C  3.16  -2.16  4.36
O  0.05  -2.58  0.32
H  -1.97  0.63  2.97
C  -2.97  0.23  2.88
C  -1.40  2.43  -6.79
C  5.30  -1.90  -2.48
C  2.36  1.31  -0.87
H  2.46  -1.53  -3.18
C  -5.17  -0.18  3.76

Kohn-Sham gap, eV: 7.0
LUMO energy, eV: 0.059
Total energy, hartree: -5385.98175
Highest occupied orbital energy, eV: -6.95



[2]
Below is a structure of composition C35H37ClCrO4P2, with properties calculated with ωB97M-V/def2-TZVPD.

Element x y z (Å)
C  -3.72  0.66  -3.03
C  2.37  -1.36  2.90
H  1.91  2.04  -2.68
H  -0.63  -1.82  -3.05
C  3.46  -1.93  0.35
H  -0.61  2.44  -3.39
H  0.69  3.23  2.12
C  2.38  -1.07  0.53
C  -1.71  -1.87  5.67
C  -1.26  -0.55  5.59
C  0.71  1.36  -4.76
H  1.95  -1.16  3.88
C  4.16  -2.32  1.48
C  4.12  2.80  -0.14
Cr  1.41  1.10  -0.56
C  3.38  1.84  0.73
C  -1.75  -2.68  4.54
C  1.03  2.93  -0.88
P  -1.43  0.24  -1.35
C  1.68  -0.88  1.75
C  -1.30  -2.20  3.31
H  4.06  3.80  0.31
H  -5.51  1.05  -4.17
H  -1.77  -2.81  -1.64
H  -0.91  1.90  2.00
H  1.08  2.23  -5.29
C  2.14  2.55  -1.75
C  -0.21  1.48  -3.69
C  1.64  3.36  1.60
C  -5.10  0.71  -3.22
H  0.06  3.24  -1.32
C  2.28  2.02  1.50
C  3.60  -2.00  2.72
C  -0.79  1.15  1.23
H  -1.51  -4.45  -0.45
H  1.76  0.00  -6.13
H  -3.06  0.88  -3.86
C  1.33  3.98  0.23
H  -7.07  0.45  -2.34
C  0.58  -1.01  -4.64
C  3.54  2.88  -1.56
C  -0.27  -0.92  -3.53
H  3.80  -2.14  -0.66
H  -3.68  -0.55  0.15
C  -1.29  1.43  -0.03
O  -3.18  -5.17  1.24
Cl  -2.12  -6.11  0.88
P  -0.06  -0.38  1.73
O  -0.50  -1.56  -0.59
H  4.19  2.24  -2.19
C  -0.82  -0.04  4.37
H  2.15  1.33  2.36
H  -2.04  -2.28  6.62
H  3.92  0.90  0.88
H  -6.15  -0.47  -0.23
H  0.81  -2.00  -5.00
H  -1.29  -2.81  2.41
H  2.28  4.04  2.17
C  -3.19  0.29  -1.77
H  2.12  4.71  -0.06
O  -1.43  -5.44  -0.58
C  -0.62  0.32  -3.01
C  -5.99  0.35  -2.21
H  -0.45  0.98  4.31
C  -5.46  -0.14  -1.01
H  5.09  -2.85  1.36
H  0.43  4.62  0.35
C  -0.79  -0.88  3.24
C  1.10  0.12  -5.26
H  -1.95  -2.57  0.37
H  -1.73  2.42  -0.11
H  5.17  2.45  -0.24
H  2.55  -0.18  -0.17
H  3.57  3.90  -1.95
H  -1.24  0.05  6.49
H  -2.09  -3.71  4.61
O  -2.57  -7.34  0.33
C  -4.09  -0.17  -0.78
H  4.20  -2.20  3.59
C  -1.38  -2.46  -0.62

2S+1: 5
Kohn-Sham gap (alpha / beta), eV: 5.8 / 5.8
LUMO energy (alpha / beta), eV: -0.129 / -0.258
Total energy, hartree: -3843.54709
Highest occupied orbital energy (alpha / beta), eV: -5.96 / -6.06



[3]
Below is a structure of composition C35H37CuF5OP2Te, with properties calculated with ωB97M-V/def2-TZVPD.

Element x y z (Å)
H  2.59  -5.50  5.72
H  1.85  0.17  -4.94
H  -3.62  3.00  -4.38
H  -0.02  2.14  -1.81
H  1.45  0.18  -0.04
C  -3.19  2.23  -1.08
C  2.63  -0.83  -2.37
F  -3.14  -2.85  2.84
C  -0.13  6.65  1.28
H  -2.02  2.75  2.97
H  3.25  -1.48  -1.75
H  3.72  0.82  -3.20
C  -0.83  5.51  0.91
H  0.77  -4.28  4.51
C  -1.01  -5.90  -0.46
H  1.60  3.16  1.55
H  -0.32  0.99  -4.66
H  -3.63  1.62  -0.29
O  0.73  -1.70  1.91
H  -1.60  -2.19  0.53
C  2.77  -5.11  4.72
F  -2.73  -0.40  1.78
C  1.12  4.14  1.47
H  -4.75  1.80  -2.50
C  1.20  -0.61  -4.51
H  5.24  -4.81  2.40
C  1.89  1.64  -2.40
C  -1.98  3.68  -3.15
C  -0.21  4.25  1.03
C  -1.43  -3.23  0.24
H  -3.17  3.52  1.79
F  -2.18  -2.06  5.31
C  4.24  -4.73  2.82
H  2.18  2.53  -1.81
C  -1.46  3.75  -1.85
H  3.66  0.82  -1.45
C  1.95  -3.99  2.75
C  -2.41  -3.93  -0.46
F  -3.98  -0.70  4.04
P  -1.20  2.76  0.77
C  4.01  -5.28  4.09
C  -2.48  2.68  1.98
H  -3.05  -5.86  -1.19
C  -3.80  2.30  -2.34
H  -1.39  0.35  -2.27
C  1.75  -4.46  4.06
C  -2.02  2.96  -0.83
H  1.74  7.44  2.03
H  4.80  -5.84  4.61
P  0.47  -3.17  2.20
C  -0.01  -5.21  0.24
Te  -2.24  -1.24  3.53
C  3.05  0.63  -2.34
H  0.96  -1.32  -5.32
H  2.88  5.22  2.10
C  1.90  -1.40  -3.43
H  -3.00  1.72  1.90
H  3.38  -3.68  1.13
C  -0.12  1.35  0.71
H  -0.97  -0.60  -4.41
H  0.01  0.87  1.69
C  1.84  5.30  1.79
C  -0.36  0.27  -2.62
F  -1.75  0.57  4.17
Cu  0.76  -0.98  -1.97
H  -0.57  4.37  -1.66
H  -0.62  7.63  1.22
H  -0.85  -6.95  -0.74
C  3.21  -4.09  2.12
C  -0.28  -3.91  0.72
H  0.95  -5.68  0.45
C  0.62  0.86  -0.30
H  -1.85  5.58  0.53
H  -3.33  -3.42  -0.73
H  2.07  -2.46  -3.65
C  -3.17  2.99  -3.38
C  1.20  6.55  1.72
H  1.74  1.99  -3.43
H  -1.45  4.17  -3.98
C  -0.16  0.07  -4.08
C  0.52  1.18  -1.80
C  -2.23  -5.29  -0.75

2S+1: 2
Kohn-Sham gap (alpha / beta), eV: 6.7 / 5.8
LUMO energy (alpha / beta), eV: -0.177 / -1.069
Total energy, hartree: -4521.54593
Highest occupied orbital energy (alpha / beta), eV: -6.84 / -6.84



[4]
Below is a cluster of 7 separate species, C35H38BF48N4O7 in total, with properties calculated with ωB97M-V/def2-TZVPD.

Element x y z (Å)
F  -9.00  -4.32  3.92
O  2.48  5.22  -7.03
N  -4.71  -0.82  1.16
H  -4.01  -2.59  2.14
C  0.86  3.60  -5.97
F  -11.66  -3.82  7.22
F  6.57  -0.28  1.72
C  -12.87  -5.64  5.15
F  -13.75  -4.45  8.30
F  9.26  1.53  -4.24
F  4.22  6.60  1.95
H  -6.10  -8.18  0.94
F  3.18  1.83  -0.41
H  -11.84  -6.01  5.06
C  3.63  2.34  -1.59
F  -6.61  -8.01  2.85
H  -4.79  1.89  0.37
N  -2.46  -0.41  1.70
C  10.24  1.84  -5.11
C  -7.24  -4.61  2.40
C  7.69  6.83  1.71
F  -12.94  -7.85  7.65
H  0.72  1.38  -0.61
H  -3.04  2.21  0.30
F  2.67  2.06  -2.51
H  8.05  3.57  -6.81
F  4.02  -1.31  1.55
F  -12.94  -5.90  9.71
F  -4.56  -8.30  2.19
C  1.88  4.73  -5.82
F  8.47  6.35  3.90
O  5.99  1.93  -1.01
H  -6.44  -3.94  2.72
N  -3.81  1.56  0.58
H  1.57  -1.31  0.59
F  -4.76  -5.95  0.61
H  11.88  0.91  -6.22
H  -14.65  -6.17  8.72
H  4.59  5.98  4.65
F  5.04  1.24  1.41
H  5.22  -1.79  0.05
C  11.02  0.62  -5.61
H  7.86  7.89  1.87
F  0.43  1.27  -5.91
C  -2.37  -1.66  0.86
F  7.38  4.76  2.91
H  -6.74  -4.56  5.22
H  5.59  4.63  4.21
F  -0.13  3.82  -5.05
F  10.23  -0.19  -6.38
H  -10.82  -3.66  5.42
F  3.77  4.21  0.65
H  7.83  2.89  -5.24
H  7.46  1.05  0.02
O  -13.61  -6.35  6.15
C  7.06  0.41  -6.01
C  4.98  1.73  -1.99
F  0.25  3.70  -7.19
C  -8.01  -5.22  3.58
F  5.87  4.40  1.15
C  -3.96  -2.16  1.03
H  -1.13  0.94  -0.62
C  7.44  6.10  3.04
C  5.22  5.59  3.83
F  11.46  -0.14  -4.58
C  -5.57  -6.20  1.68
C  4.29  5.42  2.62
C  4.70  -0.91  0.45
N  0.11  0.31  1.18
F  6.50  2.03  -7.60
H  -1.02  0.75  3.90
C  6.49  0.75  -0.39
H  6.73  -0.03  -1.12
C  -0.06  0.54  -0.31
F  11.09  2.67  -4.44
H  -7.95  -3.96  1.87
H  3.70  3.42  -1.48
F  -12.97  -3.65  3.93
H  -5.29  -0.58  0.32
C  -13.64  -5.78  8.55
F  -11.64  -6.16  7.26
H  6.31  0.79  -5.30
F  5.43  2.33  -3.13
H  4.60  3.31  2.21
C  3.32  3.79  -8.85
F  6.65  6.69  0.86
F  4.38  3.02  -9.24
O  -6.80  -5.53  1.40
F  -7.94  -6.03  5.81
H  2.63  4.52  -5.05
F  4.61  5.36  -7.63
B  -1.19  0.39  1.95
C  -5.74  -7.71  1.86
C  -12.94  -6.51  7.40
C  -7.18  -5.49  4.83
C  7.57  1.51  -6.93
O  9.70  2.63  -6.17
F  4.90  0.41  -2.28
C  8.27  2.68  -6.22
C  3.59  4.47  -7.50
F  2.39  1.88  -6.62
F  8.40  1.01  -7.89
F  -6.18  -6.37  4.60
H  1.70  -0.67  2.38
F  3.98  3.60  -6.54
O  6.26  6.56  3.70
F  -4.98  -5.60  2.74
F  3.77  -0.53  -0.45
H  3.13  4.53  -9.63
C  -12.94  -4.11  5.22
H  1.80  2.08  -4.72
H  -4.44  -2.78  0.17
F  -11.92  -2.09  5.94
H  0.25  -0.44  -0.90
H  0.23  -1.77  1.95
F  8.78  6.32  1.08
O  -1.23  1.35  3.10
H  1.33  5.60  -5.43
C  1.41  2.20  -5.74
F  8.05  -0.18  -5.30
C  4.64  4.27  1.69
C  5.67  0.21  0.79
C  -3.65  0.30  1.10
H  -2.37  -1.32  -0.28
C  -11.77  -3.44  5.93
F  6.47  -0.59  -6.73
H  -13.35  -5.93  4.21
H  -1.65  -2.53  1.15
F  2.25  2.96  -8.79
F  -8.66  -6.33  3.17
F  3.03  5.20  3.11
F  -14.13  -3.74  5.76
C  0.93  -0.92  1.51

Charge: +1
Kohn-Sham gap, eV: 7.6
LUMO energy, eV: -4.381
Total energy, hartree: -6920.25519
Highest occupied orbital energy, eV: -11.96



[5]
Below is a structure of composition C35H38ClCsN5O6SSbTe, with properties calculated with ωB97M-V/def2-TZVPD.

Element x y z (Å)
H  -2.21  -4.69  -1.54
H  1.17  -0.75  4.29
H  5.71  2.09  2.78
H  0.15  1.60  -3.94
O  -1.42  -4.35  0.94
H  -0.26  -2.69  4.96
H  2.92  -6.40  1.74
H  -1.19  7.26  0.36
C  0.86  -3.22  -3.32
C  -1.59  0.18  2.80
C  -3.38  1.28  1.59
C  -1.22  6.19  0.55
H  4.93  3.59  3.30
C  0.71  -3.04  -1.95
C  3.60  -3.18  2.46
C  1.41  5.00  -1.81
C  -1.24  3.34  1.03
C  -0.32  5.34  -0.16
H  2.12  5.36  -2.54
Te  3.19  2.11  1.81
H  -1.81  3.33  -2.30
C  -1.18  -4.47  -3.41
H  -5.30  0.34  1.71
C  -0.54  0.76  -3.92
H  -3.20  2.73  -1.40
H  -0.43  -3.23  -6.08
O  -1.71  -2.00  0.22
H  -1.92  -5.03  -3.98
H  0.74  2.83  2.56
C  -2.03  1.25  1.89
O  3.90  -0.08  -0.79
N  0.49  3.12  -0.66
C  -2.11  4.23  1.67
H  -3.75  2.06  0.93
H  -1.30  0.89  -4.70
Sb  -1.52  0.64  -2.01
H  1.12  -4.01  -5.85
C  -0.08  -3.92  -4.07
C  0.59  5.85  -1.12
C  -0.69  -1.88  4.38
H  0.86  -5.32  0.93
Cs  0.72  -0.02  0.49
C  3.82  -4.55  2.39
C  -2.54  2.52  -2.24
C  1.70  3.04  3.01
H  -2.81  3.85  2.41
C  0.13  -0.79  3.99
H  -3.13  2.50  -3.17
H  1.96  2.91  -2.05
C  4.79  2.52  3.18
N  0.47  -2.59  1.03
C  -0.33  3.94  0.04
O  3.64  -1.32  -2.78
C  0.07  -4.04  -5.56
H  0.02  -0.15  -4.09
N  -0.30  0.19  3.24
C  -4.27  0.29  2.03
H  -3.56  -1.15  -1.84
C  -3.14  -0.61  -2.68
H  -3.91  -0.01  -3.18
C  -2.50  -0.81  3.21
C  -3.85  -0.76  2.81
H  -2.66  -2.69  4.26
H  4.35  -2.52  2.89
C  -2.09  5.61  1.43
O  1.84  -0.06  -1.88
H  4.58  2.06  4.14
C  2.81  -5.32  1.82
H  -4.53  -1.55  3.11
H  1.71  2.57  4.00
H  -0.35  -4.98  -5.93
C  1.54  -3.33  1.47
H  0.62  6.92  -1.30
Cl  3.29  -0.10  -2.10
H  1.89  4.11  3.08
C  -1.35  -4.29  -2.05
H  -2.75  -1.34  -3.39
H  1.46  -2.48  -1.40
C  -1.99  -1.88  4.00
O  3.70  1.03  -2.89
C  -0.41  -3.56  -1.32
N  2.50  -2.58  2.03
S  -0.82  -3.14  0.38
N  -1.08  2.05  1.31
C  1.32  3.62  -1.53
H  1.73  -2.78  -3.79
C  1.66  -4.73  1.36
H  -2.78  6.23  1.99
H  4.74  -4.97  2.76

Charge: -2
Kohn-Sham gap, eV: 5.2
LUMO energy, eV: 3.765
Total energy, hartree: -3468.34547
Highest occupied orbital energy, eV: -1.47



Quick rundown of max |F|, same order as above: 0.5, 3.9, 4.2, 5.4, 1.9 eV/Å